# C25H37F6HfNO18

A molecular structure, C25H37F6HfNO18 in a non-equilibrium geometry (the ωB97M-V functional and the def2-TZVPD basis, OMol25).

Each line ends with the Löwdin charge.
Atoms and positions in Å:
Hf 0.42788 -0.75160 0.68680  1.93
C -1.59084 1.62549 -1.49094  -0.40
O -0.38243 2.15643 -1.94875  -0.10
O -1.17365 0.65938 -0.55336  -0.27
C -2.50012 2.80862 -0.91014  -0.55
F -1.93532 3.46947 0.14227  0.10
F -2.81991 3.79261 -1.76520  0.12
F -3.60872 2.30326 -0.42175  0.15
C -0.45700 2.60203 -3.35202  -0.23
C 0.91454 3.16556 -3.72682  -0.07
H 0.98000 3.51054 -4.75872  0.07
H 1.11173 4.02466 -3.08560  0.06
H 1.69489 2.43940 -3.49915  0.07
H -1.25847 3.28816 -3.62581  0.11
H -0.53879 1.72054 -3.98794  0.09
H -2.09299 1.21160 -2.36538  0.14
C -2.30183 -3.34525 0.93153  -0.31
O -3.00951 -3.44248 2.18899  -0.09
O -1.32908 -2.32037 1.07546  -0.28
C -1.88023 -4.80736 0.44233  -0.62
F -2.18717 -5.79340 1.31556  0.12
F -2.48861 -5.14797 -0.65084  0.16
F -0.60221 -4.86475 0.18620  0.18
C -4.36688 -3.66660 2.16372  -0.35
C -4.71248 -4.04919 3.55792  -0.10
H -4.05325 -4.89107 3.76942  0.08
H -4.38047 -3.27186 4.24612  0.07
H -5.74345 -4.32663 3.77755  0.07
H -4.80380 -4.49208 1.60178  0.12
H -4.96262 -2.76538 2.01879  0.11
H -3.02635 -3.02812 0.18146  0.14
N 2.77995 -3.21901 -0.34834  -0.58
O 2.63904 -3.64888 -1.44485  0.02
O 1.84268 -2.67075 0.29222  -0.15
O 3.87369 -3.32582 0.29759  -0.06
O 2.76972 -1.48979 4.32778  0.16
C 2.08615 -1.22395 3.23722  -0.79
O 2.48672 -0.63887 2.16689  -0.13
O 0.98465 -1.62415 2.94414  -0.05
H 3.63417 -1.07394 4.29029  0.12
O 1.10505 1.62827 1.18622  -0.02
C 1.26904 2.88982 1.28689  -0.29
O 1.80682 3.32708 2.48529  0.02
C 2.05004 4.69650 2.48113  -0.16
C 2.06363 5.05586 0.93504  -0.14
C 1.15201 4.03984 0.29499  -0.08
H 2.91420 4.98876 3.07772  0.12
H 1.20914 5.19792 2.96027  0.12
H 3.07367 4.98776 0.53097  0.10
H 1.75755 6.04131 0.58392  0.11
H 1.50144 3.75222 -0.69661  0.11
H 0.15813 4.42783 0.07193  0.12
O -1.10244 0.21856 2.24339  -0.04
C -2.13567 0.54279 2.89824  -0.37
O -2.42137 1.81341 3.12388  0.06
C -3.64219 1.95812 3.80932  -0.18
C -3.86468 0.63914 4.39922  -0.17
C -3.16134 -0.37278 3.49043  -0.03
H -4.41681 2.51081 3.27773  0.13
H -3.30438 2.62649 4.60131  0.13
H -4.91635 0.35280 4.38960  0.11
H -3.64383 0.55983 5.46366  0.12
H -3.83701 -0.76604 2.73088  0.13
H -2.65928 -1.15776 4.05596  0.14
O 0.12126 -1.61193 -1.59823  0.00
C 0.16748 -1.62793 -2.83853  -0.39
O 0.51355 -0.55432 -3.52617  0.05
C 0.48019 -0.73646 -4.93909  -0.16
C 0.37109 -2.23325 -5.00571  -0.18
C -0.25353 -2.77531 -3.74635  -0.03
H 1.39454 -0.35018 -5.38949  0.13
H -0.34002 -0.32903 -5.53013  0.12
H 1.36469 -2.67994 -5.04208  0.12
H -0.18173 -2.40417 -5.92944  0.11
H 0.17750 -3.74343 -3.49126  0.13
H -1.33996 -2.81451 -3.82528  0.13
O 2.23082 -0.10079 -0.71813  -0.03
C 3.37018 0.02593 -1.16560  -0.44
O 3.82030 -0.51135 -2.33319  0.03
C 5.13828 -0.15121 -2.57985  -0.19
C 5.56976 0.28206 -1.21994  -0.18
C 4.35765 0.84632 -0.48280  -0.06
H 5.18822 0.64647 -3.32101  0.12
H 5.78742 -1.00387 -2.77914  0.13
H 6.44747 0.92480 -1.28796  0.11
H 6.01119 -0.58109 -0.72173  0.12
H 4.28156 1.90831 -0.71622  0.12
H 4.34707 0.71784 0.59956  0.13

Its multiplicity is 2. Its charge is -1. The calculation puts the HOMO energy (spin up / spin down) at -0.0252 / -0.1808 Eh. For the frontier orbital gap (spin up / spin down), the calculation gives 2.98 / 7.20 eV.

***

# C25H37FN7O6RbS

A molecular structure, C25H37FN7O6RbS (the ωB97M-V functional and the def2-TZVPD basis, OMol25).

Each line ends with the Löwdin charge.
Atoms and positions in Å:
Rb 0.98939 -0.18447 1.60686  0.93
N -0.32866 -2.93342 1.44873  -0.05
C -0.49501 -3.39699 0.06951  -0.20
C -0.99994 -2.28008 -0.85681  -0.68
O -1.15500 -1.14183 -0.34144  -0.11
O -1.23919 -2.60238 -2.04476  -0.06
H -0.29796 -3.71546 2.09029  0.07
H -1.13532 -2.36577 1.68467  0.06
H -1.20869 -4.22286 -0.03409  0.11
H 0.45898 -3.76079 -0.32029  0.11
C 2.73840 -1.50459 -4.38830  -0.06
C 2.33484 -1.72281 -2.93802  -0.19
N 2.27543 -0.47600 -2.17566  -0.03
C 3.21686 -0.22640 -1.21964  0.01
C 3.22367 0.83871 -0.38875  -0.10
C 4.16869 0.83916 0.82002  -0.70
O 5.11523 1.62934 0.82315  0.01
O 3.81593 0.00803 1.70219  -0.15
C 2.16931 1.82354 -0.47752  -0.40
O 2.00182 2.73547 0.33228  0.04
C 1.16319 1.55808 -1.52827  -0.06
C 0.04561 2.40571 -1.60118  0.08
C -1.01236 2.04525 -2.37741  -0.19
F -2.14195 2.79976 -2.41893  0.06
C -1.01762 0.84246 -3.09082  -0.16
C 0.09922 0.05054 -3.08701  0.07
C 1.21028 0.39184 -2.30219  -0.13
N -2.21706 0.27234 -3.60530  -0.10
C -2.92554 0.85224 -4.71093  -0.16
C -3.70729 -0.27624 -5.36968  -0.09
N -4.58837 -0.94656 -4.34626  0.06
C -3.83978 -1.39819 -3.10029  -0.08
C -3.11262 -0.19820 -2.56088  -0.15
H 2.77205 -2.45901 -4.91513  0.08
H 3.72451 -1.04306 -4.44554  0.08
H 2.03085 -0.85521 -4.90411  0.07
H 3.06695 -2.35570 -2.43883  0.12
H 1.37294 -2.23444 -2.86061  0.11
H 3.96667 -1.00092 -1.11214  0.15
H 0.02996 3.29289 -0.98156  0.14
H 0.01858 -0.90915 -3.57218  0.11
H -2.22809 1.25229 -5.44684  0.14
H -3.60554 1.66999 -4.41393  0.13
H -3.01975 -1.04037 -5.72611  0.14
H -4.35144 0.06305 -6.18033  0.13
H -5.07155 -1.73460 -4.77342  0.17
H -5.30236 -0.27890 -4.04946  0.17
H -3.11599 -2.16422 -3.37594  0.12
H -4.58527 -1.80126 -2.41594  0.14
H -2.52456 -0.49926 -1.68689  0.11
H -3.82805 0.58732 -2.25281  0.14
N -0.77716 1.12497 5.07123  0.15
C -1.62795 1.55459 4.10307  -0.39
C -2.81087 2.24996 4.42714  -0.03
C -3.61819 2.69262 3.40845  -0.09
C -3.25937 2.44614 2.08293  -0.09
C -2.08621 1.75424 1.86397  -0.15
N -1.28141 1.31629 2.83458  0.05
H -1.07994 1.14720 6.02668  0.10
H -0.01547 0.49788 4.83563  0.04
H -3.06282 2.43287 5.46387  0.10
H -4.52796 3.23322 3.63963  0.10
H -3.86453 2.78546 1.25454  0.09
H -1.76201 1.52787 0.85129  0.10
C 3.77528 0.00389 4.86402  -0.25
S 2.73953 -1.35266 4.35415  0.82
C 3.01485 -2.41573 5.77428  -0.26
O 1.31072 -0.88398 4.48972  -0.64
H 4.81536 -0.31092 4.77902  0.07
H 3.51905 0.28670 5.88558  0.06
H 3.60674 0.83317 4.17535  0.01
H 4.06561 -2.70238 5.80594  0.06
H 2.39275 -3.29926 5.64728  0.05
H 2.72978 -1.88032 6.67961  0.06
N 3.65817 3.01301 3.23274  0.04
H 2.83710 3.17699 2.65602  0.00
H 4.33600 2.60722 2.58582  -0.01
H 4.01856 3.93210 3.46596  0.01

The calculation puts the HOMO energy at -0.2617 Eh. For the frontier orbital gap, the calculation gives 6.23 eV. Its relative energy (zero: lowest compared OMol25 entry of this formula, charge and spin) is 0.00 kcal/mol.

***

# C25H37I2N6O4Ti

A molecular structure, C25H37I2N6O4Ti in a non-equilibrium geometry (the ωB97M-V functional and the def2-TZVPD basis, OMol25).

Each line ends with the natural charge from an NBO analysis.
Atoms and positions in Å:
Ti 0.55029 1.07726 -0.00597  1.12
C -2.48611 1.42135 4.11457  -0.59
C -1.76609 0.07832 4.23408  -0.25
C -2.70360 -1.06537 3.81411  -0.60
C -0.45891 0.02650 3.45987  -0.01
C 0.14468 1.15291 2.91809  -0.19
C 1.40389 1.09009 2.30204  -0.34
C 2.09678 -0.11972 2.23012  0.01
C 3.53800 -0.18670 1.81169  -0.62
C 1.47294 -1.25988 2.74312  -0.15
C 0.22895 -1.18708 3.34150  -0.21
H -3.44713 1.37246 4.62655  0.22
H -2.67025 1.66078 3.06499  0.18
H -1.91453 2.23161 4.56906  0.22
H -1.51035 -0.06399 5.28922  0.22
H -2.74411 -1.14648 2.72538  0.20
H -3.71291 -0.88077 4.18329  0.21
H -2.38142 -2.02333 4.21937  0.22
H -0.29874 2.12815 3.06012  0.22
H 1.91970 2.01711 2.06919  0.25
H 4.15474 -0.31073 2.70434  0.24
H 3.85933 0.72031 1.30565  0.22
H 3.72671 -1.04500 1.16562  0.23
H 1.99499 -2.20881 2.70585  0.22
H -0.19616 -2.08692 3.76812  0.23
I -2.86558 -1.22155 -2.53680  0.11
C -1.03237 -2.07839 -1.86801  -0.69
I -0.55808 -1.62915 0.17578  0.35
H -0.21273 -1.70387 -2.46587  0.24
H -1.13074 -3.15212 -1.96184  0.24
C -5.17148 3.33342 1.03993  -0.41
N -3.87402 2.79297 0.69003  -0.39
C -2.66010 3.57656 0.79024  -0.30
C -1.62305 2.49695 0.55677  0.65
O -0.38863 2.65004 0.50651  -0.66
N -2.21103 1.29998 0.41406  -0.60
C -3.52668 1.50264 0.52774  0.66
N -4.40038 0.50080 0.51316  -0.76
H -5.29171 3.41420 2.12304  0.22
H -5.96876 2.70944 0.64172  0.21
H -5.27208 4.32480 0.60198  0.23
H -2.55284 4.03944 1.77544  0.24
H -2.61625 4.35910 0.02978  0.24
H -4.05120 -0.40531 0.23723  0.44
H -5.38666 0.67652 0.44171  0.41
C -1.18637 2.54660 -3.83769  -0.73
C -0.60269 1.91465 -2.67504  0.40
N -0.20054 1.31887 -1.77193  -0.47
H -2.26634 2.62758 -3.70929  0.26
H -0.98946 1.94189 -4.72408  0.27
H -0.77045 3.54197 -3.99111  0.27
C 5.31978 2.60374 -0.18507  -0.62
C 4.78438 2.75524 -1.60562  -0.37
C 3.88080 1.60466 -2.06572  -0.27
C 3.28116 2.00927 -3.45538  -0.36
C 2.55601 0.92503 -4.25334  -0.62
C 4.68902 0.33280 -2.25784  0.72
O 5.83592 0.32235 -2.62739  -0.56
N 3.98866 -0.83989 -2.05190  -0.67
C 2.69823 -0.94999 -1.54662  0.81
O 2.11290 -2.01203 -1.61577  -0.62
N 2.16792 0.17081 -0.95612  -0.76
C 2.71995 1.37325 -1.13822  0.72
O 2.11608 2.31821 -0.57171  -0.69
H 5.97441 3.44112 0.05285  0.23
H 5.89960 1.68477 -0.08177  0.21
H 4.50437 2.60318 0.53924  0.20
H 5.62111 2.79892 -2.30209  0.24
H 4.21799 3.68399 -1.68789  0.22
H 4.11548 2.38548 -4.04889  0.23
H 2.59841 2.84097 -3.26716  0.21
H 3.24403 0.15283 -4.59535  0.22
H 2.10272 1.37662 -5.13662  0.22
H 1.76109 0.45200 -3.67441  0.20
H 4.44407 -1.69933 -2.32290  0.43

Its multiplicity is 3. Its charge is +1. The calculation puts the HOMO energy (spin up / spin down) at -0.3185 / -0.4154 Eh. For the frontier orbital gap (spin up / spin down), the calculation gives 6.21 / 8.86 eV.